The following is a DFT calculation (ωB97M-V/def2-TZVPD) of a molecular structure, C37H33N6NiP2.

Summary:
Net charge ... +1
Energy above the lowest of the compared OMol25 structures with the same formula, charge and spin ... 2.8 kcal/mol
Electronic energy ... -107462.93160 eV
E_LUMO (spin up / spin down) ... -1.89 / -1.89 eV
Max |F| ... 0.6 eV/A
HOMO-LUMO gap (spin up / spin down) ... 8.44 / 8.44 eV

Geometry as XYZ:
```
79
Properties=species:S:1:pos:R:3:forces:R:3:mulliken_charge:R:1
Ni 0.045 -0.108 0.303 0.57 -0.32 0.01 -0.147
C 6.433 0.715 0.179 -0.02 0.00 0.01 -0.523
C 6.062 0.488 -1.140 0.01 0.00 -0.01 -0.684
C 4.737 0.229 -1.456 -0.01 0.02 0.04 -0.476
C 3.769 0.196 -0.452 0.05 -0.22 -0.05 0.578
C 4.150 0.423 0.866 -0.01 0.01 0.05 -0.273
C 5.475 0.685 1.181 0.00 0.00 0.00 -0.546
P 2.009 -0.006 -0.859 -0.24 0.42 -0.09 0.445
C 1.971 -0.922 -2.423 0.04 -0.05 0.03 0.266
C 2.668 -2.123 -2.549 0.00 -0.01 -0.03 -0.127
C 2.555 -2.883 -3.703 0.00 0.02 0.02 -0.977
C 1.738 -2.451 -4.740 0.00 0.01 0.01 -0.510
C 1.042 -1.258 -4.620 -0.01 0.01 -0.01 -0.816
C 1.154 -0.495 -3.465 0.01 -0.01 0.01 -0.480
C 1.400 1.663 -1.089 0.06 0.04 -0.17 0.221
C 1.907 2.787 -1.735 -0.02 -0.03 0.05 -0.566
C 1.260 3.991 -1.529 0.03 0.02 0.00 -0.843
C 0.167 4.053 -0.663 -0.03 -0.01 0.02 -0.747
C -0.322 2.921 -0.025 0.06 -0.02 -0.03 0.145
C 0.282 1.684 -0.259 -0.09 0.18 0.01 0.077
H 7.468 0.917 0.423 0.00 0.00 0.00 0.400
H 6.805 0.516 -1.925 0.00 0.00 0.00 0.421
H 4.456 0.058 -2.488 0.00 -0.01 -0.01 0.457
H 3.404 0.415 1.650 -0.02 -0.02 0.00 0.131
H 5.759 0.867 2.210 0.00 0.00 0.00 0.435
H 3.330 -2.450 -1.754 0.01 0.01 -0.01 0.686
H 3.111 -3.807 -3.800 0.00 0.00 0.00 0.419
H 1.652 -3.041 -5.643 0.00 0.00 0.00 0.410
H 0.411 -0.915 -5.430 0.00 0.00 0.00 0.435
H 0.612 0.439 -3.373 0.00 0.00 -0.01 0.386
H 2.796 2.723 -2.352 -0.01 0.02 -0.01 0.525
H 1.619 4.893 -2.008 -0.01 0.00 0.00 0.422
H -0.308 5.009 -0.479 0.01 0.00 -0.01 0.442
H -1.157 3.030 0.655 -0.10 -0.05 0.02 0.444
N -2.358 0.523 2.065 0.14 0.10 0.01 0.037
P -2.122 0.077 0.444 -0.24 0.00 0.08 1.154
C -3.156 -1.414 0.319 -0.13 0.03 0.07 0.456
C -3.098 -2.354 1.350 -0.01 0.01 -0.04 -0.575
C -3.860 -3.508 1.288 0.01 -0.02 -0.01 -0.703
C -4.688 -3.737 0.196 0.00 -0.01 0.02 -0.549
C -4.760 -2.803 -0.824 0.02 0.03 -0.01 -0.690
C -4.003 -1.640 -0.762 0.08 -0.07 -0.03 -0.523
C -3.035 1.283 -0.547 0.09 0.02 -0.03 0.520
C -2.765 1.309 -1.915 0.07 0.06 0.04 -0.330
C -3.432 2.199 -2.741 -0.01 0.02 0.01 -0.678
C -4.361 3.079 -2.201 0.00 -0.02 -0.01 -0.627
C -4.627 3.061 -0.840 -0.01 -0.01 0.01 -0.652
C -3.970 2.161 -0.013 0.01 -0.01 -0.02 -0.556
C -1.320 0.615 2.992 -0.08 -0.04 -0.15 0.416
C -1.597 0.970 4.315 0.00 0.02 0.07 -1.114
C -0.552 1.048 5.207 0.01 -0.01 -0.04 -0.331
C 0.742 0.774 4.770 -0.03 0.02 0.02 -1.023
C 0.913 0.432 3.447 -0.01 -0.02 0.00 -0.297
N -0.090 0.345 2.566 -0.03 0.03 0.07 0.302
H -3.288 0.545 2.455 -0.02 0.00 0.00 0.369
H -2.469 -2.174 2.213 0.07 -0.02 0.01 0.401
H -3.810 -4.228 2.094 -0.01 -0.01 0.00 0.423
H -5.285 -4.639 0.148 0.00 0.00 0.00 0.395
H -5.416 -2.969 -1.668 0.00 0.00 0.00 0.433
H -4.081 -0.909 -1.555 -0.02 -0.02 -0.01 0.351
H -2.011 0.645 -2.324 0.01 0.00 -0.02 0.576
H -3.217 2.219 -3.801 0.00 -0.01 0.00 0.432
H -4.873 3.783 -2.843 0.00 0.00 0.00 0.412
H -5.347 3.751 -0.419 0.00 0.00 0.00 0.430
H -4.176 2.165 1.049 -0.01 0.01 0.00 0.290
H -2.613 1.184 4.620 0.00 0.00 -0.01 0.450
H -0.738 1.323 6.237 0.00 0.00 0.00 0.425
H 1.588 0.827 5.438 0.01 0.00 0.00 0.457
H 1.897 0.201 3.062 0.00 -0.01 -0.01 0.301
N 2.265 -4.646 0.304 -0.01 -0.02 0.02 -0.277
C 1.077 -5.173 0.648 -0.02 0.04 -0.03 0.513
N 0.999 -6.492 0.862 -0.01 -0.01 0.01 -0.384
N -0.030 -4.468 0.792 0.02 0.01 0.02 -0.749
C 0.039 -3.174 0.637 -0.01 -0.05 -0.04 1.159
N 0.045 -2.026 0.513 -0.11 -0.07 0.18 -0.368
H 3.098 -5.204 0.251 0.01 0.00 0.00 0.206
H 2.337 -3.658 0.130 0.00 0.00 0.00 0.051
H 1.768 -7.114 0.696 0.00 0.01 -0.01 0.196
H 0.098 -6.875 1.087 -0.01 0.00 0.00 0.240
```
Forces are in eV/Å.

***

The following is a DFT calculation (ωB97M-V/def2-TZVPD) of a molecular structure, C37H34BrN2O2PTa at a distorted geometry.

Summary:
Net charge ... +3
Electronic energy ... -126851.69781 eV
E_LUMO ... -10.63 eV
Max |F| ... 1.9 eV/A
HOMO-LUMO gap ... 4.82 eV

Geometry as XYZ:
```
78
Properties=species:S:1:pos:R:3:forces:R:3:mulliken_charge:R:1
Ta -0.302 0.778 -0.242 1.15 -0.14 1.47 0.806
O -0.016 -0.772 -4.154 0.08 -0.07 0.05 -0.579
C 1.012 -0.036 -4.675 0.02 -0.14 -0.03 0.673
C 1.413 -0.364 -5.964 -0.01 0.04 0.03 -0.694
C 2.441 0.328 -6.570 0.04 0.02 -0.01 -0.426
C 3.082 1.375 -5.911 0.00 -0.03 -0.03 -0.862
C 2.679 1.710 -4.638 -0.10 0.02 -0.02 -0.528
C 1.656 0.997 -3.994 0.06 0.18 -0.02 -0.031
C 1.437 1.390 -2.576 -0.17 -0.29 0.12 0.459
O 0.106 1.041 -1.979 -0.30 0.26 -0.66 -0.643
N 2.289 0.657 -1.670 -0.17 -0.42 -0.12 -0.457
N 1.958 0.903 -0.336 0.34 -0.35 -0.50 -0.217
C 2.914 0.821 0.543 -0.09 0.30 0.12 -0.250
C 2.664 1.011 1.917 0.02 -0.15 -0.13 0.136
Br 0.811 1.339 2.220 -0.09 0.30 0.22 0.024
C 3.494 0.936 2.996 0.11 0.04 -0.01 -0.544
C 4.924 0.847 3.008 -0.13 0.07 -0.01 0.710
C 5.741 1.360 1.983 0.07 -0.03 -0.01 -0.297
C 7.110 1.243 2.072 -0.02 -0.01 -0.01 -0.737
C 7.684 0.609 3.175 0.02 0.00 -0.01 -0.393
C 6.892 0.121 4.207 -0.03 -0.01 0.01 -0.668
C 5.520 0.260 4.140 0.07 -0.01 0.03 -0.568
H -0.363 -0.333 -3.376 -0.02 0.10 -0.01 0.448
H 0.895 -1.164 -6.476 -0.01 0.01 0.00 0.461
H 2.738 0.062 -7.576 0.00 0.00 0.00 0.422
H 3.872 1.930 -6.396 0.00 0.00 -0.01 0.433
H 3.152 2.543 -4.127 -0.01 0.00 0.00 0.407
H 1.484 2.477 -2.457 0.04 -0.01 0.07 0.312
H 3.272 0.630 -1.916 0.04 0.09 0.07 0.414
H 3.931 0.617 0.222 0.00 -0.04 0.00 0.776
H 3.020 0.938 3.975 -0.01 -0.03 -0.01 0.460
H 5.314 1.929 1.167 -0.01 0.01 0.02 0.594
H 7.743 1.665 1.304 0.00 0.00 0.01 0.422
H 8.761 0.526 3.241 0.00 -0.01 0.00 0.423
H 7.349 -0.346 5.069 0.00 0.00 0.00 0.423
H 4.900 -0.102 4.951 -0.01 0.02 0.00 0.377
C -4.356 -2.686 1.361 0.01 -0.03 0.01 -1.629
C -3.860 -2.820 -0.053 -0.05 0.00 -0.03 0.799
C -4.222 -3.938 -0.801 -0.01 0.01 0.01 -0.778
C -3.810 -4.097 -2.114 0.00 -0.01 -0.03 -0.730
C -3.025 -3.131 -2.736 -0.01 0.00 0.02 -0.747
C -2.645 -2.016 -2.019 0.00 0.03 -0.01 -0.903
C -3.055 -1.864 -0.687 0.06 -0.07 0.04 1.574
P -2.482 -0.423 0.186 -0.54 -0.25 -0.85 0.672
C -1.543 -0.908 1.640 0.02 0.05 0.07 1.372
C -0.384 -1.590 1.194 0.14 0.27 -0.05 -0.500
C 0.545 -2.073 2.101 0.03 -0.06 0.06 -1.050
C 0.307 -1.875 3.458 0.01 -0.05 0.01 -0.813
C -0.820 -1.189 3.889 0.04 -0.02 0.00 -0.536
C -1.766 -0.668 2.999 -0.01 -0.03 0.00 0.152
C -2.949 0.079 3.542 -0.03 -0.01 -0.01 -1.757
C -3.610 0.956 0.173 0.11 0.14 -0.06 1.018
C -4.986 0.797 0.019 0.00 0.02 0.02 -0.623
C -5.764 1.903 -0.282 -0.02 0.00 -0.01 -0.911
C -5.163 3.140 -0.488 -0.01 -0.02 -0.01 -0.732
C -3.788 3.296 -0.366 -0.05 -0.06 0.12 -1.052
C -2.999 2.213 -0.006 0.01 0.09 -0.05 0.451
C -1.511 2.409 0.242 -0.37 0.13 0.16 -1.173
H -5.415 -2.940 1.413 0.01 -0.01 0.01 0.538
H -4.253 -1.676 1.763 0.00 0.03 -0.03 0.088
H -3.828 -3.369 2.029 0.01 0.01 0.00 0.408
H -4.847 -4.695 -0.343 0.00 0.01 0.00 0.532
H -4.112 -4.978 -2.664 -0.01 0.00 0.00 0.436
H -2.717 -3.249 -3.766 0.01 0.00 0.01 0.510
H -2.042 -1.255 -2.501 -0.05 -0.01 0.02 0.152
H -0.278 -1.856 0.134 -0.06 -0.14 -0.04 0.909
H 1.406 -2.635 1.764 0.01 0.01 0.00 0.577
H 0.997 -2.275 4.190 0.00 0.00 -0.01 0.521
H -0.982 -1.056 4.952 0.00 0.00 0.00 0.559
H -2.623 0.966 4.090 0.00 0.00 0.00 0.464
H -3.489 -0.546 4.255 0.01 -0.01 0.00 0.481
H -3.651 0.396 2.774 0.02 0.01 -0.03 0.162
H -5.442 -0.182 0.102 0.00 0.00 0.01 0.484
H -6.835 1.796 -0.385 0.01 0.00 -0.01 0.489
H -5.771 3.994 -0.754 -0.01 -0.01 0.00 0.450
H -3.339 4.267 -0.531 0.01 0.00 0.01 0.502
H -1.321 2.530 1.317 -0.24 0.25 0.02 0.605
H -1.147 3.320 -0.248 0.06 0.01 0.05 0.741
```
Forces are in eV/Å.

***

The following is a DFT calculation (ωB97M-V/def2-TZVPD) of a molecular structure, C37H34BrN3O4P2RuSe at a distorted geometry.

Summary:
Net charge ... +1
Energy above the lowest of the compared OMol25 structures with the same formula, charge and spin ... 78.0 kcal/mol
Electronic energy ... -208124.31321 eV
E_LUMO (spin up / spin down) ... -4.46 / -3.73 eV
Max |F| ... 2.7 eV/A
Multiplicity ... 2
HOMO-LUMO gap (spin up / spin down) ... 6.26 / 6.98 eV

Geometry as XYZ:
```
83
Properties=species:S:1:pos:R:3:forces:R:3:lowdin_spin:R:1
Ru -1.373 -0.705 0.105 1.29 -1.60 0.32 1.132
O 1.022 -1.156 -0.318 -2.17 -0.53 0.24 -0.003
P 1.958 -0.004 -0.257 1.17 1.68 0.49 0.000
C 1.201 1.350 0.727 -0.29 -0.23 -0.80 0.003
P -0.161 2.009 -0.338 0.80 1.92 1.69 0.004
O -0.679 1.023 -1.326 -1.53 -2.01 -0.19 0.004
C 0.510 3.455 -1.192 -0.33 -0.43 0.14 0.001
C 0.175 3.603 -2.532 -0.11 -0.14 0.09 0.000
C 0.654 4.686 -3.243 -0.02 0.13 -0.04 0.000
C 1.455 5.628 -2.620 0.05 -0.08 -0.06 0.000
C 1.788 5.481 -1.283 0.04 0.06 0.12 0.000
C 1.315 4.399 -0.566 -0.01 -0.02 0.07 0.000
C -1.451 2.517 0.829 0.26 -0.21 -0.54 0.002
C -1.147 3.405 1.855 0.01 -0.08 0.02 0.000
C -2.162 3.909 2.645 0.22 0.03 0.02 0.001
C -3.472 3.517 2.418 -0.10 -0.12 -0.08 0.001
C -3.769 2.595 1.425 -0.08 0.04 0.12 0.000
C -2.760 2.089 0.618 0.06 0.06 -0.34 0.001
C 3.478 -0.477 0.592 -0.43 0.07 -0.31 0.000
C 3.759 -1.836 0.576 -0.14 -0.06 -0.10 0.000
C 4.905 -2.314 1.180 0.16 -0.03 0.04 0.000
C 5.776 -1.429 1.795 0.00 -0.01 0.00 0.000
C 5.494 -0.071 1.817 0.11 0.10 0.02 0.000
C 4.344 0.410 1.219 -0.03 0.07 -0.03 0.000
C 2.311 0.731 -1.867 0.11 -0.34 0.37 0.000
C 1.627 0.267 -2.980 -0.05 -0.13 0.06 0.000
C 1.815 0.885 -4.203 0.04 -0.02 -0.14 0.000
C 2.690 1.954 -4.314 -0.01 -0.04 0.00 0.000
C 3.384 2.407 -3.203 0.13 0.10 -0.02 0.000
C 3.200 1.792 -1.979 0.08 -0.03 -0.02 0.000
H 1.916 2.131 0.968 0.10 0.13 -0.05 0.000
H 0.778 0.927 1.650 0.11 0.06 -0.24 0.001
H -0.454 2.859 -2.998 -0.03 -0.04 -0.13 0.000
H 0.399 4.801 -4.284 -0.04 0.00 -0.16 0.000
H 1.833 6.469 -3.178 0.02 0.11 -0.06 0.000
H 2.409 6.212 -0.791 0.08 0.10 0.02 0.000
H 1.572 4.305 0.479 0.06 -0.01 0.11 0.000
H -0.121 3.703 2.021 0.03 0.11 0.07 0.000
H -1.926 4.616 3.425 -0.03 0.08 0.10 0.000
H -4.265 3.943 3.015 -0.07 -0.04 0.06 0.000
H -4.792 2.291 1.268 -0.09 -0.07 -0.04 0.000
H -2.990 1.405 -0.205 -0.07 0.31 0.27 0.000
H 3.065 -2.498 0.079 0.04 -0.17 0.02 0.000
H 5.126 -3.370 1.156 0.00 -0.13 -0.01 0.000
H 6.682 -1.792 2.256 0.06 -0.05 0.05 0.000
H 6.179 0.619 2.289 0.02 0.01 0.05 0.000
H 4.134 1.469 1.242 -0.01 0.14 0.02 0.000
H 0.946 -0.563 -2.867 -0.13 -0.04 -0.05 0.000
H 1.284 0.534 -5.074 -0.07 -0.07 -0.08 0.000
H 2.840 2.428 -5.273 0.00 0.06 -0.06 0.000
H 4.070 3.238 -3.294 0.04 0.02 0.01 0.000
H 3.759 2.126 -1.119 0.09 0.14 0.14 0.000
Br -4.294 -2.236 3.802 -0.35 -0.35 0.67 0.002
C -5.209 -2.943 2.302 0.17 0.06 -0.02 0.000
C -6.107 -3.973 2.523 -0.04 0.03 0.05 0.000
C -6.770 -4.541 1.448 0.10 0.05 -0.01 -0.001
C -6.531 -4.087 0.159 -0.08 -0.03 -0.01 0.000
C -5.640 -3.054 -0.054 0.04 -0.01 0.08 0.000
C -4.963 -2.468 1.016 -0.02 -0.02 0.05 0.000
C -3.907 -1.469 0.714 -0.28 0.03 -0.23 0.006
O -3.143 -1.054 1.629 1.23 0.55 -0.83 0.061
O -3.722 -1.110 -0.474 0.68 0.43 -0.26 0.039
H -6.277 -4.335 3.526 0.00 0.03 0.04 0.000
H -7.461 -5.352 1.617 -0.06 -0.06 0.03 0.000
H -7.030 -4.556 -0.675 -0.05 0.02 -0.09 0.000
H -5.425 -2.696 -1.048 0.00 0.02 -0.07 0.000
Se -1.587 -2.732 -1.369 0.22 0.51 0.52 -0.213
C 0.079 -3.622 -1.073 0.01 0.03 0.16 -0.015
C 1.052 -3.706 -2.062 -0.25 0.02 0.09 -0.015
C 2.238 -4.356 -1.760 -0.27 0.08 -0.31 0.002
N 2.475 -4.899 -0.583 0.95 -0.37 0.23 -0.014
C 1.562 -4.815 0.364 -0.38 0.12 0.15 0.002
C 0.343 -4.188 0.172 -0.06 0.04 -0.16 -0.014
H 0.893 -3.270 -3.035 -0.02 0.06 -0.11 0.000
H 3.030 -4.444 -2.490 0.04 0.02 -0.16 0.000
H 1.822 -5.263 1.312 -0.06 -0.08 0.16 0.000
H -0.390 -4.133 0.965 -0.07 -0.09 0.01 0.000
N -0.552 -0.340 2.858 -0.15 0.07 0.39 0.003
N -0.529 -1.626 2.227 -0.42 0.04 -0.80 0.009
H -0.104 -0.363 3.778 -0.20 -0.11 -0.25 0.000
H -1.534 -0.087 2.994 0.21 -0.15 -0.09 0.000
H -1.094 -2.318 2.733 0.16 0.20 -0.27 0.001
H 0.440 -1.940 2.137 -0.36 0.08 -0.12 0.000
```
Forces are in eV/Å.